Run i
The following is a DFT calculation (ωB97M-V/def2-TZVPD) of an isolated ion of composition C2H6NO and charge -1.

Molecular weight in g/mol: 60.08
Net charge: -1
Gap between HOMO and LUMO in eV: 5.66

Each line ends with the Löwdin charge.
Geometry (Å):
O1 -0.539 -1.306 1.424  -0.3113
H1 -0.475 -0.416 1.933  0.0361
C1 -0.509 -0.878 -0.076  -0.3778
C2 -0.133 0.472 -0.254  -0.4078
N1 1.164 0.810 -0.669  -0.0759
H2 0.209 -1.650 -0.617  0.1010
H3 -1.543 -1.084 -0.297  0.0313
H4 -0.906 1.224 -0.057  0.0144
H5 1.601 1.349 0.000  -0.0122
H6 1.131 1.479 -1.388  0.0023

=====

Run ii
The following is a DFT calculation (ωB97M-V/def2-TZVPD) of an isolated ion of composition C2H6NO and charge -1.

Molecular weight in g/mol: 60.08
Net charge: -1
Gap between HOMO and LUMO in eV: 6.30

Each line ends with the Löwdin charge.
Geometry (Å):
C1 0.538 -0.168 0.244  -0.2562
O1 2.279 -0.139 -0.054  -0.4293
C2 -0.897 0.517 -0.167  -0.4810
N1 -2.062 -0.242 0.079  -0.1609
H1 0.535 -0.619 1.241  0.0761
H2 0.553 -1.057 -0.376  0.0863
H3 -1.022 1.389 0.479  0.0629
H4 -0.676 0.734 -1.221  0.0820
H5 1.121 0.784 0.262  0.1000
H6 -2.431 -0.543 -0.827  -0.0798

=====

Which of them is least stable? Easy: run ii.